80
Properties=species:S:1:pos:R:3:forces:R:3 method="wB97M-V/def2-TZVPD" multiplicity=4 molar_mass_g_mol=1073.057 fmax_ev_per_a=6.61 de_lowest_kcal_mol=0.0 energy_ev=-148652.086 total_charge=-2 gap_ev="4.9748 / 4.9500"
C 9.49790 11.35067 13.68548 0.92 -0.85 0.40
C 12.44972 6.76394 6.74183 -1.37 -1.76 0.61
S 12.74461 6.39870 14.07716 1.48 -0.59 2.17
I 13.09450 4.01852 11.37841 0.19 -1.69 -0.49
H 15.91132 9.63135 14.21645 -0.27 0.45 -0.12
C 8.29737 5.46161 12.90090 1.20 0.50 -1.43
H 14.78644 4.82091 7.33131 -1.13 -0.62 -0.14
C 14.95572 6.56842 15.77843 0.27 -0.19 -0.75
H 9.08225 10.53886 13.03871 -0.29 0.99 0.45
H 11.19067 9.42330 6.70055 0.03 -0.27 0.01
Cl 10.61118 4.22596 13.50640 -0.67 -0.03 0.26
O 12.52246 8.44931 12.19702 -0.52 5.89 0.56
H 12.21763 10.85882 6.76278 0.07 -0.89 0.23
C 13.49983 7.56802 7.43975 -0.48 0.87 0.86
Cl 7.17115 8.74377 11.00261 -0.79 0.92 -0.59
C 15.74538 10.71791 14.09450 0.63 -0.42 -1.50
Cl 10.10974 8.68355 10.28806 0.33 0.46 -0.18
C 13.36772 8.99713 6.85469 0.67 0.37 -1.51
H 14.41696 10.62641 10.85736 0.13 -0.43 0.23
C 12.10803 9.80878 7.14563 -0.07 0.74 0.42
O 10.81160 5.21218 9.54500 0.18 0.86 -0.64
C 14.70410 11.00771 12.97665 1.16 0.12 -0.49
H 16.39392 5.34259 7.25119 -0.27 0.71 -0.31
C 9.52911 7.49156 11.36789 -0.53 -1.26 0.74
H 14.14460 12.92126 13.79436 0.34 0.08 0.12
H 15.41713 9.40760 11.76946 -0.05 -0.33 -0.46
C 7.53496 6.37989 12.17517 0.30 0.61 0.12
H 16.05835 11.04241 11.35286 -0.01 -0.35 0.01
H 15.70116 5.74693 15.94938 -0.22 0.99 -0.11
H 13.57376 8.94850 5.75031 -0.52 -0.24 0.74
C 9.70250 5.46823 12.73108 -0.78 1.74 -0.75
H 13.54979 12.70947 12.19377 1.12 -0.35 0.15
C 13.28120 7.75489 9.04036 -0.55 0.27 -1.26
H 15.32960 13.10736 12.46242 -0.37 -0.58 0.11
H 15.37885 11.13108 14.98898 -0.54 0.40 1.40
N 12.44360 6.85684 9.68268 0.45 0.49 0.16
C 11.53662 6.05021 9.03956 1.15 0.35 -0.73
C 14.47353 6.53886 14.30992 0.21 -0.03 -0.29
O 13.82783 8.75065 9.53375 -0.66 -2.19 -0.43
H 10.99138 5.38701 7.21288 0.29 1.22 0.30
H 9.29907 8.80249 15.07506 -0.08 0.94 0.20
C 9.72937 9.70631 15.57238 -0.51 -1.16 0.46
C 11.44142 11.45558 15.49970 0.16 0.04 -0.34
H 10.45806 9.28869 16.25700 0.32 -0.21 0.11
C 10.35216 6.48755 11.92911 0.02 -0.57 1.16
O 13.52830 10.32331 13.43333 1.05 1.41 0.89
C 15.17208 10.45218 11.63284 0.02 0.81 0.39
C 10.47592 10.59788 14.59840 0.51 -0.36 1.52
H 10.87968 12.15268 16.20344 0.62 -1.05 -0.78
H 15.52282 5.70037 8.65750 -0.27 -0.35 1.10
H 15.32815 7.57886 16.01198 0.45 -0.40 0.03
O 12.39288 6.53322 5.52990 0.18 0.45 1.51
H 15.00344 6.97195 6.00988 -0.27 0.48 0.28
H 16.95851 7.44600 14.44770 0.07 -0.26 -0.59
H 8.80494 11.85017 14.38743 -0.09 -0.23 -0.76
P 12.19808 9.99451 12.69248 1.30 -5.18 -3.90
H 9.01318 10.21409 16.24788 0.05 -0.01 -0.77
C 8.14662 7.48452 11.55357 0.31 -1.69 0.50
O 11.72853 10.91356 11.62841 0.39 0.16 1.26
N 11.48780 6.20720 7.62224 0.08 -1.16 -1.80
H 17.31237 7.31096 12.67956 0.09 -0.48 0.52
C 15.40565 6.57348 13.24369 -1.17 0.58 2.21
H 15.53002 7.85546 7.44680 0.61 -0.24 0.18
H 11.96525 9.90279 8.24010 -0.02 -0.09 -0.53
H 17.31839 5.86596 13.79748 0.67 -0.54 -0.12
Re 12.51725 6.59774 11.83832 -0.03 -1.37 -1.83
H 14.20037 9.59223 7.19622 0.37 0.04 0.56
Cl 7.50196 4.30059 13.84243 -0.38 -0.81 0.54
H 14.17403 6.39913 16.51346 -0.47 -0.13 -0.32
H 16.73870 11.18378 13.91276 -0.63 -0.16 -0.24
O 11.28996 9.60745 13.88087 -1.90 1.32 1.29
C 14.46502 12.51899 12.82528 -1.62 0.37 0.26
H 12.16187 10.75530 16.03984 -1.17 0.92 -0.50
H 12.07303 12.06661 14.84224 -0.12 0.11 0.20
Cl 5.83316 6.11830 11.93265 -0.07 0.12 0.37
C 15.38985 5.64714 7.60258 0.93 1.18 0.26
C 16.85158 6.80025 13.54601 0.01 1.06 0.45
H 10.04480 12.05708 13.06165 -0.25 0.06 -0.06
S 14.98736 6.39277 11.63436 -0.47 0.79 -0.36
C 14.90856 7.03081 7.11067 0.26 -0.38 -1.19